a | Molecular formula: C5H7N
Method: DFT, wB97M-V/def2-TZVPD

The geometry in XYZ format:
```
13
C5H7N (wB97M-V/def2-TZVPD)
N -1.62461 -0.68702 -0.35537
C -0.46339 1.05462 0.36221
C 0.45305 0.02973 -0.01582
C -1.73255 0.57599 0.15522
C 1.94741 0.07226 0.11715
C -0.30199 -1.02936 -0.46067
H 2.35394 -0.93312 0.26748
H -2.40152 -1.26005 -0.63850
H 2.43949 0.50282 -0.76258
H -0.00469 -2.00539 -0.81832
H 2.23695 0.67640 0.98372
H -2.70173 0.97236 0.41237
H -0.20037 2.03075 0.75313
```

Results
LUMO level: 1.08 eV
SMILES string: Cc1cc[nH]c1

Here are the natural (NBO) charges for atoms 1 to 2, given in e: -0.505, -0.310

***

b | Molecular formula: C5H7N
Method: DFT, wB97M-V/def2-TZVPD

The geometry in XYZ format:
```
13
C5H7N (wB97M-V/def2-TZVPD)
N -0.42569 2.86705 -1.61952
C -0.97467 -1.24698 0.13982
C 0.41078 -0.72358 -0.23811
C -0.23365 2.22127 -0.66085
C -0.14652 1.53675 0.55486
C 0.88674 0.48241 0.62929
H -1.02450 -1.49468 1.20573
H -1.75772 -0.50853 -0.06440
H 1.15888 -1.51297 -0.10318
H 1.85285 0.81271 0.21929
H 1.02780 0.14620 1.66166
H 0.43531 -0.42877 -1.29382
H -1.20961 -2.15088 -0.43077
```

Results
LUMO level (spin up / spin down): -1.74 / -1.72 eV

Here are the natural (NBO) charges for atoms 1 to 2, given in e: -0.229, -0.617

***

The most stable arrangement is a, and the next structure is 0.1374 hartree less stable.